# 1
{"formula": "C25H71BrN31O15PS", "method": "wB97M-V/def2-TZVPD", "elements": ["C", "C", "C", "C", "N", "C", "C", "C", "P", "O", "Br", "C", "C", "C", "N", "S", "N", "C", "H", "H", "H", "H", "H", "H", "H", "H", "H", "H", "H", "H", "H", "H", "H", "C", "O", "N", "N", "H", "H", "H", "H", "C", "O", "N", "N", "H", "H", "H", "H", "C", "O", "N", "N", "H", "H", "H", "H", "C", "O", "N", "N", "H", "H", "H", "H", "C", "O", "N", "N", "H", "H", "H", "H", "C", "O", "N", "N", "H", "H", "H", "H", "C", "O", "N", "N", "H", "H", "H", "H", "C", "O", "N", "N", "H", "H", "H", "H", "C", "O", "N", "N", "H", "H", "H", "H", "C", "O", "N", "N", "H", "H", "H", "H", "C", "O", "N", "N", "H", "H", "H", "H", "C", "O", "N", "N", "H", "H", "H", "H", "C", "O", "N", "N", "H", "H", "H", "H", "C", "O", "N", "N", "H", "H", "H", "H"], "coordinates": [[1.890, -1.089, 2.268], [1.865, -0.495, 0.810], [0.438, -0.688, 0.119], [0.049, -2.206, -0.008], [-1.106, -2.471, -0.952], [-1.989, -1.313, -1.010], [-2.881, -1.040, 0.108], [-3.762, 0.188, 0.060], [-4.883, 0.570, 1.531], [-4.556, -0.578, 2.744], [-7.054, 0.332, 0.831], [-3.779, 1.128, -1.053], [-4.677, 2.396, -1.148], [-2.879, 0.838, -2.212], [-2.714, 1.542, -3.401], [-1.549, 0.691, -4.211], [-1.128, -0.608, -3.269], [-1.977, -0.389, -2.175], [1.664, -2.194, 2.308], [1.120, -0.526, 2.875], [2.887, -0.942, 2.766], [2.715, -0.827, 0.158], [1.969, 0.626, 0.934], [0.544, -0.248, -0.913], [-0.272, -0.094, 0.765], [-0.173, -2.569, 1.041], [0.915, -2.859, -0.369], [-1.660, -3.243, -0.576], [-2.846, -1.766, 0.951], [-4.239, -1.415, 2.341], [-4.750, 2.670, -2.234], [-5.696, 2.206, -0.728], [-4.263, 3.282, -0.583], [-3.554, 2.416, -8.134], [-4.175, 3.368, -7.682], [-3.535, 2.122, -9.461], [-2.832, 1.572, -7.348], [-3.034, 1.348, -9.855], [-4.059, 2.725, -10.072], [-2.824, 1.760, -6.360], [-2.316, 0.787, -7.699], [2.662, -1.514, 6.127], [2.594, -1.768, 4.937], [3.802, -1.054, 6.719], [1.594, -1.670, 6.957], [3.874, -0.840, 7.695], [4.612, -0.928, 6.126], [0.741, -2.006, 6.534], [1.611, -1.470, 7.939], [3.013, -4.005, -2.311], [3.163, -3.712, -1.133], [1.806, -3.923, -2.939], [4.035, -4.436, -3.095], [1.662, -4.158, -3.903], [1.021, -3.606, -2.392], [4.940, -4.508, -2.668], [3.934, -4.680, -4.062], [0.974, 3.643, -5.652], [1.137, 2.710, -6.427], [1.959, 4.106, -4.841], [-0.209, 4.297, -5.534], [1.836, 4.874, -4.197], [2.852, 3.649, -4.897], [-0.966, 3.983, -6.118], [-0.365, 5.064, -4.905], [1.887, 3.525, 1.945], [2.033, 2.578, 1.184], [2.837, 3.900, 2.835], [0.752, 4.282, 1.959], [2.738, 4.675, 3.464], [3.686, 3.348, 2.863], [0.025, 4.031, 1.312], [0.609, 5.061, 2.573], [6.421, 3.982, 1.824], [5.401, 3.540, 2.329], [6.412, 4.689, 0.663], [7.649, 3.804, 2.379], [7.237, 5.061, 0.230], [5.520, 4.839, 0.226], [7.693, 3.284, 3.239], [8.499, 4.158, 1.980], [-2.074, -3.480, 5.647], [-1.198, -2.885, 6.268], [-3.242, -2.894, 5.284], [-1.949, -4.776, 5.270], [-3.967, -3.365, 4.778], [-3.375, -1.934, 5.544], [-1.096, -5.246, 5.520], [-2.654, -5.283, 4.761], [5.738, -0.638, 3.912], [5.851, -0.810, 5.121], [5.408, 0.564, 3.373], [5.933, -1.636, 3.011], [5.308, 0.731, 2.389], [5.253, 1.323, 4.013], [6.178, -2.540, 3.374], [5.844, -1.517, 2.019], [-3.827, -7.455, 2.553], [-2.957, -6.859, 3.171], [-5.000, -6.870, 2.188], [-3.695, -8.755, 2.177], [-5.725, -7.343, 1.681], [-5.134, -5.910, 2.448], [-2.840, -9.220, 2.430], [-4.394, -9.263, 1.670], [2.228, 7.631, -3.851], [1.406, 6.728, -3.890], [2.049, 8.810, -4.502], [3.391, 7.533, -3.152], [2.710, 9.563, -4.483], [1.199, 8.918, -5.029], [3.557, 6.674, -2.657], [4.078, 8.261, -3.107], [6.746, -2.304, -4.896], [5.890, -3.171, -4.936], [6.614, -1.113, -5.542], [7.908, -2.452, -4.200], [7.305, -0.387, -5.522], [5.768, -0.968, -6.066], [8.042, -3.318, -3.710], [8.624, -1.751, -4.154], [-5.724, 4.558, -12.438], [-5.338, 3.418, -12.636], [-5.979, 5.431, -13.453], [-5.932, 5.058, -11.189], [-6.297, 6.371, -13.313], [-5.837, 5.098, -14.390], [-5.755, 4.445, -10.411], [-6.249, 5.992, -11.007], [-5.907, -0.899, 6.707], [-5.584, -2.067, 6.546], [-6.005, -0.017, 5.674], [-6.195, -0.382, 7.932], [-6.268, 0.944, 5.785], [-5.799, -0.363, 4.751], [-6.132, -1.004, 8.719], [-6.461, 0.572, 8.086], [-2.533, -6.185, 9.675], [-3.477, -6.749, 10.204], [-2.661, -5.435, 8.549], [-1.264, -6.258, 10.170], [-1.895, -4.964, 8.101], [-3.581, -5.357, 8.153], [-1.128, -6.804, 11.003], [-0.474, -5.802, 9.752]], "mulliken_charge": [-0.51, 0.06, -0.14, -0.46, -0.27, -0.30, -0.71, 1.30, -0.07, -0.25, -0.25, 0.15, -1.32, 0.18, -0.57, 0.26, -0.54, 0.52, 0.28, 0.22, -0.13, 0.36, 0.06, 0.15, 0.12, 0.20, 0.17, 0.38, -0.07, 0.31, 0.37, 0.32, 0.25, 0.72, -0.67, -0.31, -0.25, 0.15, 0.09, 0.13, 0.13, 0.54, -0.66, -0.34, -0.33, 0.13, 0.38, 0.29, 0.13, 0.68, -0.64, -0.30, -0.36, 0.17, 0.21, 0.17, 0.15, 0.60, -0.71, -0.28, -0.29, 0.24, 0.18, 0.18, 0.15, 0.67, -0.76, -0.26, -0.42, 0.14, 0.27, 0.24, 0.15, 0.55, -0.65, -0.37, -0.41, 0.15, 0.20, 0.23, 0.16, 0.64, -0.87, -0.14, -0.17, 0.08, 0.05, 0.20, 0.13, 0.57, -0.82, -0.09, -0.33, 0.10, 0.09, 0.20, 0.17, 0.64, -0.64, -0.35, -0.41, 0.17, 0.19, 0.22, 0.16, 0.66, -0.70, -0.41, -0.35, 0.16, 0.23, 0.18, 0.16, 0.63, -0.60, -0.39, -0.38, 0.16, 0.22, 0.21, 0.16, 0.66, -0.63, -0.39, -0.34, 0.16, 0.22, 0.18, 0.16, 0.64, -0.63, -0.29, -0.40, 0.15, 0.18, 0.24, 0.15, 0.56, -0.66, -0.23, -0.36, 0.12, 0.16, 0.20, 0.17], "homo_lumo_gap_ev": 7.44, "e_homo_ev": -8.25, "e_tot_ev": -194162.6351, "largest_force_ev_per_a": 4.647}

***

# 2
{"formula": "C17H26O4", "method": "wB97M-V/def2-TZVPD", "elements": ["C", "C", "O", "O", "C", "C", "C", "C", "C", "C", "C", "C", "C", "O", "C", "C", "C", "C", "O", "C", "C", "H", "H", "H", "H", "H", "H", "H", "H", "H", "H", "H", "H", "H", "H", "H", "H", "H", "H", "H", "H", "H", "H", "H", "H", "H", "H"], "coordinates": [[-1.752, 0.573, -4.908], [-0.885, 1.517, -4.080], [-0.284, 2.514, -4.579], [-0.989, 1.068, -2.791], [-0.012, 1.448, -1.734], [-0.315, 2.856, -1.231], [1.481, 1.483, -2.270], [-0.177, 0.351, -0.605], [-1.648, 0.258, -0.172], [-1.823, 0.181, 1.306], [-0.839, -0.932, 1.932], [-1.267, -0.859, 3.454], [-0.927, -2.383, 1.501], [0.406, -2.856, 2.049], [1.308, -1.827, 1.736], [2.077, -2.269, 0.483], [2.363, -1.701, 2.919], [2.248, -0.433, 3.460], [1.211, 0.256, 2.869], [0.644, -0.459, 1.746], [0.794, 0.608, 0.598], [-1.117, 0.133, -5.711], [-2.262, -0.151, -4.269], [-2.539, 1.238, -5.415], [0.017, 3.539, -2.048], [0.367, 3.189, -0.434], [-1.377, 2.989, -1.040], [2.064, 1.977, -1.537], [1.773, 0.458, -2.252], [1.722, 1.849, -3.266], [0.147, -0.647, -0.950], [-2.105, -0.648, -0.580], [-2.188, 1.096, -0.520], [-1.620, 1.201, 1.741], [-2.852, -0.132, 1.568], [-0.673, -1.500, 4.091], [-1.135, 0.040, 3.790], [-2.261, -1.132, 3.596], [-0.821, -2.560, 0.457], [-1.804, -2.864, 1.932], [2.554, -1.470, -0.189], [1.350, -2.718, -0.237], [2.703, -3.149, 0.742], [3.061, -2.414, 3.355], [2.871, 0.034, 4.273], [0.639, 1.598, 1.059], [1.872, 0.651, 0.162]], "mulliken_charge": [-1.02, 0.78, -0.58, -0.32, 0.65, -1.81, -1.83, 1.59, -1.06, -1.51, 1.50, -2.35, -1.04, -0.56, 1.51, -1.44, -1.04, -0.40, -0.61, 1.52, -2.03, 0.29, 0.26, 0.28, 0.54, 0.43, 0.31, 0.48, 0.48, 0.37, 0.33, 0.25, 0.55, 0.28, 0.56, 0.43, 0.70, 0.50, 0.34, 0.41, 0.19, 0.28, 0.41, 0.38, 0.41, 0.38, 0.21], "homo_lumo_gap_ev": 9.17, "de_lowest_kj_mol": 284.3, "smiles": "CC(=O)OC(C)(C)[C@@H]1CC[C@@]2(C)CO[C@]3(C)C=CO[C@]23C1", "e_homo_ev": -8.51, "e_tot_ev": -26238.2936, "largest_force_ev_per_a": 5.722}

***

# 3
{"formula": "C5H11N3O", "method": "wB97M-V/def2-TZVPD", "elements": ["H", "N", "C", "N", "C", "C", "N", "C", "C", "O", "H", "H", "H", "H", "H", "H", "H", "H", "H", "H"], "coordinates": [[0.988, -0.367, -2.018], [0.350, -1.164, -2.021], [-0.535, -1.116, -1.107], [-0.997, -0.055, -0.302], [-2.387, 0.269, -0.098], [0.021, 0.741, 0.184], [-0.108, 2.111, 0.026], [1.180, 0.081, 0.518], [1.291, -1.155, 1.351], [2.352, 0.782, 0.254], [-1.245, -1.943, -1.098], [-2.523, 0.728, 0.885], [-2.971, -0.646, -0.120], [-2.739, 0.967, -0.864], [-0.517, 2.424, -0.847], [0.741, 2.610, 0.255], [1.521, -0.908, 2.388], [0.375, -1.750, 1.294], [2.101, -1.777, 0.987], [3.103, 0.168, 0.332]], "mulliken_charge": [0.28, -0.70, -0.06, 0.15, -0.92, 0.66, -0.50, -0.16, -1.34, -0.56, 0.39, 0.31, 0.32, 0.31, 0.20, 0.26, 0.33, 0.31, 0.41, 0.33], "homo_lumo_gap_ev": 7.74, "de_lowest_kj_mol": 229.4, "smiles": "[H]/N=C\\N(C)/C(N)=C(\\C)O", "e_homo_ev": -6.93, "e_tot_ev": -11879.3935, "largest_force_ev_per_a": 2.475}

***

Repeat the third record exactly.
{"formula": "C5H11N3O", "method": "wB97M-V/def2-TZVPD", "elements": ["H", "N", "C", "N", "C", "C", "N", "C", "C", "O", "H", "H", "H", "H", "H", "H", "H", "H", "H", "H"], "coordinates": [[0.988, -0.367, -2.018], [0.350, -1.164, -2.021], [-0.535, -1.116, -1.107], [-0.997, -0.055, -0.302], [-2.387, 0.269, -0.098], [0.021, 0.741, 0.184], [-0.108, 2.111, 0.026], [1.180, 0.081, 0.518], [1.291, -1.155, 1.351], [2.352, 0.782, 0.254], [-1.245, -1.943, -1.098], [-2.523, 0.728, 0.885], [-2.971, -0.646, -0.120], [-2.739, 0.967, -0.864], [-0.517, 2.424, -0.847], [0.741, 2.610, 0.255], [1.521, -0.908, 2.388], [0.375, -1.750, 1.294], [2.101, -1.777, 0.987], [3.103, 0.168, 0.332]], "mulliken_charge": [0.28, -0.70, -0.06, 0.15, -0.92, 0.66, -0.50, -0.16, -1.34, -0.56, 0.39, 0.31, 0.32, 0.31, 0.20, 0.26, 0.33, 0.31, 0.41, 0.33], "homo_lumo_gap_ev": 7.74, "de_lowest_kj_mol": 229.4, "smiles": "[H]/N=C\\N(C)/C(N)=C(\\C)O", "e_homo_ev": -6.93, "e_tot_ev": -11879.3935, "largest_force_ev_per_a": 2.475}